# 1
Computed, not measured: the molecule C6H16N2O in a non-equilibrium geometry, with the ωB97M-V functional and the def2-TZVPD basis.

```
25
Properties=species:S:1:pos:R:3:forces:R:3
C 1.22160 -0.62180 1.63052 0.040 -0.178 -0.150
C 0.65083 0.65385 1.01679 -0.569 0.618 -1.529
C -0.58713 1.11970 1.78667 -0.407 -0.255 0.142
N 1.68140 1.69119 1.10622 0.467 0.125 -0.083
C 0.27293 0.52970 -0.61847 1.195 0.159 3.022
C -0.19380 -0.82705 -1.04824 -0.729 0.909 -3.014
N -1.39843 -1.32972 -0.43536 0.173 -0.111 -0.761
C -0.49094 -0.60927 -2.71067 -0.030 -1.926 1.682
O -1.23180 -1.73378 -3.18748 -0.022 0.372 0.154
H 0.46587 -1.40627 1.72371 0.043 0.064 -0.115
H 2.06320 -1.01021 1.04777 -0.126 0.085 0.032
H 1.58863 -0.44451 2.65186 -0.085 0.172 -0.226
H -0.36280 1.28834 2.84880 0.120 -0.053 -0.178
H -1.39386 0.38264 1.74730 -0.007 0.035 -0.035
H -0.97653 2.06299 1.38511 0.114 -0.139 -0.025
H 1.99729 1.81391 2.06818 -0.152 -0.066 -0.192
H 1.32107 2.59209 0.79940 0.022 -0.184 0.019
H -0.47323 1.30006 -0.83979 0.033 -0.072 0.045
H 1.20227 0.77139 -1.14469 -0.119 0.073 0.038
H 0.59592 -1.57783 -0.95538 -0.145 0.087 -0.110
H -2.14476 -0.63788 -0.46277 0.214 -0.447 0.846
H -1.21890 -1.88118 0.39738 -0.658 0.583 -0.125
H -1.05873 0.28775 -2.98118 0.220 0.299 0.630
H 0.46640 -0.59960 -3.23870 -0.122 0.021 0.115
H -1.99650 -1.81454 -2.58698 0.531 -0.171 -0.182
```
Forces are in eV/Å.

SMILES: CC(C)(N)C[C@@H](N)CO
HOMO level in Eh: -0.3294
Frontier orbital gap in eV: 9.76
Lowest unoccupied orbital energy in Ha: 0.029

---

# 2
Computed, not measured: a structure of composition C6H16N2PtSe3Te in a non-equilibrium geometry, with the ωB97M-V functional and the def2-TZVPD basis.

```
29
Properties=species:S:1:pos:R:3:forces:R:3
Pt -0.82299 1.14000 -0.58261 0.834 -1.335 0.496
Se -1.16520 3.34101 0.37730 0.949 -1.780 0.225
Se -2.50550 4.68777 -0.84894 -1.163 0.889 -1.125
Te -3.17311 3.41942 -2.98710 -0.320 1.262 0.167
Se -2.12815 1.22035 -2.69433 1.161 -0.980 1.339
C 0.44934 -1.16245 -2.38216 0.060 -0.002 -0.543
N -0.04075 -1.09371 -1.01245 -0.527 0.995 -0.048
C -1.20173 -1.96560 -0.86817 -0.380 -0.259 0.031
C 1.02156 -1.50202 -0.09168 0.199 0.305 0.649
C 0.75572 -0.98779 1.32434 -0.082 -0.493 -0.541
N 0.49700 0.45218 1.32581 -0.690 0.634 -0.882
C 1.74809 1.19693 1.23630 0.400 0.273 -0.035
C -0.21444 0.81933 2.54213 -0.253 0.241 0.439
H 0.78091 -2.17954 -2.62922 0.010 0.001 0.017
H 1.27607 -0.46632 -2.51601 -0.022 -0.019 0.015
H -0.34965 -0.87180 -3.06446 0.094 -0.053 0.003
H -0.93787 -3.00239 -1.11869 0.012 0.016 0.012
H -1.99066 -1.62617 -1.53686 -0.016 -0.001 0.040
H -1.58189 -1.93419 0.15263 0.002 0.040 -0.069
H 1.97186 -1.09897 -0.44754 -0.097 -0.024 -0.081
H 1.11234 -2.60086 -0.06491 -0.003 0.198 -0.101
H 1.61931 -1.22757 1.96848 -0.217 0.083 -0.071
H -0.11754 -1.50124 1.73285 0.046 0.118 0.034
H 2.38522 0.99186 2.10755 -0.022 -0.036 -0.010
H 1.53408 2.26364 1.19611 0.001 -0.022 -0.027
H 2.28817 0.92610 0.32916 -0.050 0.043 0.045
H 0.36213 0.54550 3.43564 0.016 -0.033 -0.031
H -1.18331 0.32140 2.56513 0.048 0.021 0.008
H -0.38898 1.89514 2.55171 0.010 -0.082 0.043
```
Forces are in eV/Å.

HOMO level in Eh: -0.2230
Frontier orbital gap in eV: 5.05
Lowest unoccupied orbital energy in Ha: -0.037

---

# 3
Computed, not measured: the ion C6H16N3 with charge +1 in a non-equilibrium geometry, with the ωB97M-V functional and the def2-TZVPD basis.

```
25
Properties=species:S:1:pos:R:3:forces:R:3
C 0.89548 -0.75758 1.70901 -0.862 -3.815 -0.273
C -0.11052 -0.92026 0.52066 0.680 0.274 -0.411
C -0.18938 -2.46078 0.22036 1.650 2.155 -0.032
C -1.48010 -0.38975 0.98860 0.045 -0.292 -0.612
C 0.40116 -0.15054 -0.73222 -0.902 -0.742 1.776
N -0.37373 0.41553 -1.59870 0.297 -1.493 0.113
C 0.12867 1.51721 -2.41154 -1.028 -0.179 -0.084
N 0.21666 2.56074 -1.38442 1.471 1.353 -0.531
N 0.95635 2.31802 -0.22776 -0.574 -1.118 -0.430
H 0.60627 -0.01365 2.41111 0.413 1.011 0.270
H 1.91966 -0.82500 1.36512 0.338 0.568 0.247
H 0.72609 -1.78875 2.26391 0.566 2.246 -0.612
H 0.73451 -2.84306 -0.21422 -0.213 -0.088 -0.121
H -0.38733 -2.94463 1.12807 -0.088 -0.723 1.388
H -1.03642 -2.58770 -0.34556 -1.681 -0.758 -1.994
H -1.31052 -0.21004 2.04848 -0.956 -0.089 0.049
H -2.25756 -1.17275 0.78415 0.360 1.129 0.396
H -1.71928 0.59746 0.51807 -0.151 -0.828 0.452
H 1.47585 -0.05416 -0.78722 0.012 -0.087 -0.715
H -1.39789 0.38294 -1.48931 0.746 -0.161 0.156
H 1.01528 1.18382 -3.03223 -0.466 0.782 1.349
H -0.68164 1.67078 -3.16345 0.722 0.716 0.663
H -0.53234 3.22232 -1.21573 0.083 -0.349 -0.715
H 0.35379 2.12223 0.56624 0.734 0.372 0.089
H 1.92951 2.62904 -0.08918 -1.195 0.117 -0.419
```
Forces are in eV/Å.

Net charge: +1
SMILES: CC(C)(C)/C=[NH+]/CNN
HOMO level in Eh: -0.4894
Frontier orbital gap in eV: 9.64
Lowest unoccupied orbital energy in Ha: -0.135

---

# 4
Computed, not measured: a structure of composition C6H16N4O10P2Pt, with the ωB97M-V functional and the def2-TZVPD basis.

```
39
Properties=species:S:1:pos:R:3:forces:R:3
Pt 0.39097 -0.25169 0.90966 0.339 -0.081 0.096
C 0.26392 1.97592 -2.76746 0.093 0.294 -0.063
C 0.14517 1.71286 -1.28383 0.092 0.106 0.151
O -0.02609 0.28203 -1.07454 -0.134 -0.325 -0.074
P 1.66481 2.17992 -0.34413 -0.238 -0.188 -0.033
O 2.92863 1.82637 -1.17360 0.067 0.011 0.127
O 1.63837 3.70550 -0.16180 -0.083 0.150 0.003
O 1.59745 1.37384 0.95538 0.069 0.331 -0.058
P -1.32588 2.54909 -0.47446 0.061 0.057 -0.180
O -2.44414 2.57426 -1.63477 -0.032 -0.047 -0.035
O -0.85926 3.96793 -0.27131 0.145 0.014 0.108
O -1.76673 1.65177 0.61325 -0.080 0.018 0.109
H 1.16388 1.51722 -3.18069 -0.016 -0.035 -0.001
H 0.33232 3.05343 -2.93322 0.011 -0.025 -0.042
H -0.61939 1.60372 -3.28291 -0.013 -0.031 0.015
H 0.72621 -0.19466 -1.49990 -0.052 -0.087 -0.023
H 3.35965 0.94629 -0.89582 -0.127 -0.037 -0.103
H 0.63020 3.99741 -0.11517 -0.004 0.021 -0.046
H -2.46500 3.44268 -2.05277 0.002 0.015 -0.003
N 1.35658 -0.85313 2.58226 -0.122 -0.025 0.195
H 2.09341 -1.47515 2.23561 0.024 -0.001 -0.009
H 0.80201 -1.33837 3.27894 0.018 -0.022 0.007
H 1.79412 -0.04450 3.01725 0.021 0.007 -0.020
O 2.89192 -2.24999 0.42603 0.162 -0.120 0.095
N 2.96943 -1.35031 -0.41573 -0.241 0.195 -0.104
O 3.81086 -0.43298 -0.28745 0.143 -0.085 0.129
O 2.17682 -1.32860 -1.38393 -0.009 -0.017 -0.179
C -2.88661 -0.96209 1.73222 0.035 0.090 -0.014
C -2.02177 -2.00249 1.13018 0.071 -0.024 -0.012
N -0.73895 -1.89103 0.81608 -0.234 -0.095 -0.035
C -0.32794 -3.07797 0.23872 0.077 -0.058 -0.035
C -1.38261 -3.92501 0.21370 0.027 0.015 0.012
N -2.43352 -3.23375 0.77878 -0.038 -0.014 0.017
H -2.33138 -0.40274 2.48325 -0.016 -0.013 0.016
H -3.77244 -1.40834 2.18168 -0.004 -0.001 0.000
H -3.17137 -0.22623 0.97973 -0.007 0.012 -0.001
H 0.68645 -3.19898 -0.10554 -0.009 0.000 0.010
H -1.48132 -4.93342 -0.14021 0.005 -0.028 -0.022
H -3.36878 -3.57881 0.90651 0.000 0.020 0.002
```
Forces are in eV/Å.

HOMO level in Eh: -0.3408
Frontier orbital gap in eV: 9.06
Lowest unoccupied orbital energy in Ha: -0.008

---

# 5
Computed, not measured: the ion C6H16N4O3 with charge +2 in a non-equilibrium geometry, with the ωB97M-V functional and the def2-TZVPD basis.

```
29
Properties=species:S:1:pos:R:3:forces:R:3
C 1.53734 0.64709 -0.13140 -5.271 1.575 4.027
C 0.33646 1.52911 0.03607 -0.170 -2.177 0.210
C -1.08120 0.85930 0.41893 2.928 0.280 1.003
C 0.03795 -1.38853 0.27383 3.004 -0.059 0.183
C -1.29123 -0.57151 -0.23667 0.324 2.151 -3.316
C 2.37064 -1.65859 -0.10866 -0.717 0.092 0.591
N 1.32789 -0.66213 -0.09022 -2.980 -4.441 0.080
N -2.50985 -1.12542 0.03139 0.051 -1.646 2.347
N 2.54698 1.24754 -0.65250 4.227 2.392 -2.634
N -2.22450 1.71366 0.00575 -1.416 -2.338 -3.463
O 0.51658 2.65202 0.78467 -1.169 1.983 0.020
O -0.09455 -1.57147 1.62727 -0.026 -0.602 0.481
O -1.18597 -0.39796 -1.66758 0.127 -0.759 2.239
H 0.29249 1.97275 -0.89395 -1.195 0.823 -2.866
H -1.07544 0.86639 1.58029 -0.316 -0.491 -1.945
H 0.02743 -2.35416 -0.26789 -0.049 0.454 0.014
H 3.31241 -1.21880 -0.14637 1.617 0.966 -0.085
H 2.39691 -2.31154 0.73709 -0.154 -0.320 0.874
H 2.23783 -2.22679 -0.96453 0.064 -1.387 -1.746
H -3.05002 -1.66148 -0.62633 -0.217 0.242 -0.988
H -2.58295 -1.62547 0.92453 -0.003 0.535 0.202
H 2.61994 2.27433 -0.73203 -0.186 -1.173 0.231
H 3.35188 0.72855 -0.94801 0.244 0.157 -0.126
H -2.96324 1.12816 0.43732 -0.678 2.008 0.341
H -2.54847 1.70572 -1.07124 1.557 -0.334 2.403
H -2.04901 2.69116 0.15660 -0.346 0.887 1.268
H 0.96108 2.52197 1.59465 1.030 -0.543 1.726
H 0.14710 -2.47818 1.97126 -0.482 1.111 -0.699
H -1.36448 -1.28570 -2.04226 0.201 0.612 -0.370
```
Forces are in eV/Å.

Net charge: +2
HOMO level (alpha / beta) in Eh: -0.4190 / -0.5971
Frontier orbital gap (alpha / beta) in eV: 4.68 / 3.53
Lowest unoccupied orbital energy (alpha / beta) in Ha: -0.247 / -0.467
2S+1: 3

---

# 6
Computed, not measured: a cluster of 3 separate species, C6H16NO in total in a non-equilibrium geometry, with the ωB97M-V functional and the def2-TZVPD basis.

```
24
Properties=species:S:1:pos:R:3:forces:R:3
C -0.27035 2.07601 0.09278 -0.918 0.158 -0.749
C 0.42244 0.83439 -0.46165 0.589 -1.410 2.289
C -0.02914 -0.60548 -0.18567 0.188 2.239 -2.860
C -0.26597 -0.17847 -1.75675 -0.322 -1.484 2.260
C 0.81818 -0.58547 -2.60293 -3.815 2.003 1.043
C -1.81727 0.13426 -1.94989 2.890 1.491 -0.266
N 0.67442 -4.93444 2.54756 1.783 3.752 2.626
H 0.38560 2.86761 0.50380 0.194 -0.744 -0.445
H -0.99703 1.86197 0.91862 0.463 -0.213 -0.975
H -0.81044 2.55634 -0.75215 0.047 -0.027 0.653
H 1.51574 0.94227 -0.51526 -0.609 -0.181 -0.409
H -0.98075 -0.75468 0.36258 1.112 -0.119 -0.209
H 0.85097 -1.24750 -0.17387 -0.468 -0.345 0.695
H 1.19124 -1.53126 -2.31851 1.832 -0.400 0.376
H 1.00787 -0.05578 -3.52309 0.022 -0.455 -0.470
H -2.39401 -0.48196 -1.25168 0.188 0.735 -0.068
H -1.85775 1.23115 -1.96903 -0.921 -0.310 0.933
H -2.09001 -0.06537 -2.93412 -0.493 -0.915 -1.729
H 1.05241 -4.99173 3.50582 -0.174 0.029 -0.935
H 1.36134 -5.11321 1.89401 1.948 -0.368 -1.354
H 0.02631 -5.59053 2.44683 -3.553 -3.387 -0.369
H 0.24878 5.13308 2.82024 -0.522 1.178 0.581
H 1.37797 4.14334 2.88756 0.445 -0.074 0.307
O 0.57946 4.35548 2.41481 0.093 -1.155 -0.924
```
Forces are in eV/Å.

Net charge: +1
HOMO level in Eh: -0.4505
Frontier orbital gap in eV: 5.81
Lowest unoccupied orbital energy in Ha: -0.237